No. 1
Below is a single C6H9N3O2S molecule, with properties calculated with wB97M-V/def2-TZVPD.

Each line ends with the Löwdin charge.
Geometry (Å):
1 N -1.294 3.389 1.389  -0.034
2 N -1.269 2.078 1.794  -0.112
3 C -0.750 1.040 0.977  -0.217
4 C 0.263 1.310 0.012  -0.033
5 C 0.659 0.335 -0.837  -0.085
6 C 0.198 -0.956 -0.698  -0.338
7 S 0.863 -2.239 -1.640  0.633
8 N 2.325 -2.853 -1.047  -0.119
9 O -0.113 -3.322 -1.748  -0.315
10 O 1.349 -1.566 -2.864  -0.354
11 C -0.854 -1.200 0.172  -0.070
12 C -1.316 -0.268 1.073  -0.013
13 H -0.437 3.953 1.580  0.096
14 H -1.567 3.483 0.373  0.109
15 H -2.099 1.724 2.337  0.146
16 H 0.672 2.371 -0.014  0.128
17 H 1.425 0.558 -1.579  0.122
18 H 3.024 -2.084 -1.312  0.093
19 H 2.245 -3.063 0.062  0.139
20 H -1.140 -2.238 0.269  0.112
21 H -2.184 -0.450 1.701  0.111

Results
**Structure (SMILES)**: NNc1ccc(S(N)(=O)=O)cc1
**HOMO-LUMO gap**: 9.2 eV
**Max |F|**: 0.07690 hartree/bohr
**Highest occupied orbital energy**: -8.685 eV

=====

No. 2
Below is a gas-phase ion, C6H9N4 (charge +1), with properties calculated with wB97M-V/def2-TZVPD.

Each line ends with the Löwdin charge.
Geometry (Å):
1 C -2.329 -0.338 1.116  -0.017
2 N -1.113 -0.150 0.315  -0.104
3 C -0.137 0.617 0.977  -0.135
4 N 0.892 0.131 1.547  0.142
5 C 1.857 -0.751 1.135  -0.125
6 N 2.549 -0.388 0.102  0.108
7 C 2.266 0.530 -0.792  -0.145
8 C 1.132 0.694 -1.525  -0.064
9 N 0.016 -0.167 -1.739  0.082
10 C -0.976 -0.550 -0.941  -0.037
11 H -3.220 -0.128 0.393  0.126
12 H -2.439 -1.404 1.585  0.135
13 H -2.384 0.427 1.990  0.131
14 H -0.390 1.615 1.354  0.154
15 H 2.236 -1.346 1.974  0.141
16 H 2.936 1.269 -0.957  0.099
17 H 1.222 1.440 -2.355  0.139
18 H -0.266 -0.389 -2.689  0.161
19 H -1.853 -1.110 -1.491  0.212

Results
**Structure (SMILES)**: Cn1cncncc[nH+]c1
**Total charge**: +1
**HOMO-LUMO gap**: 9.2 eV
**Max |F|**: 0.07515 hartree/bohr
**Highest occupied orbital energy**: -13.071 eV

=====

No. 3
Below is a gas-phase ion, C6H9N4 (charge +1), with properties calculated with wB97M-V/def2-TZVPD.

Each line ends with the Löwdin charge.
Geometry (Å):
1 C -2.363 1.347 -1.109  -0.014
2 C -1.122 0.991 -0.466  -0.212
3 C -0.213 1.498 0.474  0.043
4 N 0.712 0.597 0.705  -0.046
5 N 1.678 0.410 1.656  0.102
6 C 2.246 -0.841 1.624  0.019
7 C 1.630 -1.637 0.692  -0.184
8 N 1.678 -2.955 0.525  0.070
9 C 0.498 -0.498 0.014  -0.040
10 N -0.572 -0.275 -0.795  0.164
11 H -2.272 1.008 -2.216  0.136
12 H -3.200 0.817 -0.733  0.085
13 H -2.452 2.407 -1.157  0.088
14 H -0.074 2.419 0.828  0.104
15 H 1.982 1.087 2.283  0.152
16 H 3.015 -0.967 2.238  0.099
17 H 1.583 -3.213 -0.442  0.098
18 H 1.024 -3.516 1.148  0.149
19 H -1.177 -0.946 -1.285  0.185

Results
**Structure (SMILES)**: Cc1cn2[nH+]cc(N)c2[nH]1
**Total charge**: +1
**HOMO-LUMO gap**: 9.8 eV
**Max |F|**: 0.12121 hartree/bohr
**Highest occupied orbital energy**: -12.454 eV

=====

No. 4
Below is a gas-phase ion, C6H9N4 (charge +1), with properties calculated with wB97M-V/def2-TZVPD.

Each line ends with the Löwdin charge.
Geometry (Å):
1 C -2.064 -1.696 0.981  0.010
2 C -2.441 0.582 0.630  -0.072
3 C 0.565 0.472 0.433  -0.165
4 C -0.355 1.707 0.025  -0.050
5 C 0.744 -0.532 -0.657  -0.334
6 C 2.148 -1.334 -0.431  0.007
7 N -2.739 -0.416 1.153  0.193
8 N -1.167 -1.684 0.089  0.009
9 N -1.846 1.453 -0.043  0.154
10 N -0.297 -1.562 -0.744  0.143
11 H 1.476 0.987 0.793  0.134
12 H 0.395 -0.055 1.455  0.161
13 H -0.212 2.472 0.787  0.131
14 H -0.055 1.888 -1.046  0.149
15 H 0.763 -0.051 -1.727  0.181
16 H 2.225 -1.572 0.616  0.079
17 H 2.843 -0.540 -0.684  0.082
18 H 2.324 -2.172 -1.020  0.057
19 H -2.309 2.053 -0.609  0.132

Results
**Total charge**: +1
**HOMO-LUMO gap (spin up / spin down)**: 8.0 / 8.0 eV
**Max |F|**: 0.07348 hartree/bohr
**Highest occupied orbital energy (spin up / spin down)**: -13.341 / -13.340 eV